No. 1
Density functional theory data (ωB97M-V/def2-TZVPD) for 10 unconnected molecules or ions with the total composition C34H96N12O10 at a distorted geometry.

Properties
structure (SMILES): COC[C@H](C)N.COC[C@H](C)N.COC[C@H](C)N.COC[C@H](C)N.COC[C@H](C)N.COC[C@H](C)N.COC[C@H](C)N.COC[C@H](C)N.NC(N)=O.NC(N)=O
multiplicity: 1
total charge: 0
F_max: 8.0 eV/A
relative energy (zero: lowest compared OMol25 entry of this formula, charge and spin): 6.111 eV
frontier orbital gap: 8.5 eV

Each line ends with the Mulliken charge.
Cartesian coordinates (Å):
C 16.248 19.869 -18.427  -0.91
O 16.704 20.142 -19.728  -0.13
C 17.373 19.197 -20.408  -1.24
C 17.292 19.364 -21.911  1.52
C 18.045 18.257 -22.583  -1.70
N 17.788 20.660 -22.313  -0.20
H 17.145 19.624 -17.859  0.36
H 15.470 19.105 -18.444  0.31
H 15.819 20.784 -18.018  0.23
H 18.344 19.046 -19.936  0.44
H 16.918 18.225 -20.218  0.49
H 16.260 19.410 -22.257  -0.41
H 17.817 18.372 -23.643  0.45
H 17.826 17.285 -22.141  0.41
H 19.126 18.374 -22.658  0.26
H 18.651 20.634 -21.789  0.23
H 17.245 21.275 -21.724  -0.15
C 14.238 21.122 -26.256  -0.51
O 13.836 21.670 -27.501  -0.49
C 14.062 23.007 -27.738  1.08
C 13.523 23.414 -29.091  0.23
C 14.367 22.677 -30.166  -1.19
N 13.527 24.791 -29.319  -0.69
H 13.556 21.417 -25.459  0.22
H 15.293 21.279 -26.031  0.15
H 14.166 20.049 -26.431  0.31
H 13.482 23.590 -27.023  -0.32
H 15.118 23.234 -27.588  -0.54
H 12.493 23.072 -29.191  0.40
H 15.240 22.208 -29.713  0.11
H 14.729 23.280 -30.999  0.43
H 13.766 21.840 -30.522  0.31
H 14.502 25.028 -29.428  0.19
H 13.003 25.258 -28.592  0.29
C 17.271 26.723 -27.680  -1.25
O 18.401 26.754 -26.847  0.09
C 19.346 27.797 -27.006  -0.95
C 20.461 27.791 -25.940  1.54
C 20.138 27.516 -24.509  -1.15
N 21.238 28.995 -26.042  -0.84
H 17.740 26.408 -28.612  0.44
H 16.930 27.746 -27.840  0.48
H 16.458 26.030 -27.465  0.23
H 19.644 27.732 -28.052  0.32
H 18.773 28.712 -26.858  0.46
H 21.082 26.996 -26.353  -0.59
H 19.199 27.985 -24.215  0.20
H 20.841 27.824 -23.735  0.51
H 20.174 26.451 -24.279  -0.05
H 21.870 29.009 -25.254  0.30
H 20.573 29.717 -25.803  0.30
C 21.677 24.318 -26.610  -0.51
O 21.109 23.118 -27.175  -0.38
C 19.788 23.331 -27.576  -0.07
C 19.199 22.090 -28.171  0.27
C 17.861 22.371 -28.730  -0.97
N 19.045 21.195 -27.011  -0.70
H 21.877 25.231 -27.171  0.48
H 22.631 24.058 -26.151  0.25
H 21.002 24.580 -25.795  -0.14
H 19.102 23.594 -26.771  -0.04
H 19.660 24.248 -28.151  0.36
H 19.902 21.799 -28.952  0.46
H 17.312 22.897 -27.949  -0.12
H 17.437 21.447 -29.123  0.40
H 18.008 23.154 -29.475  0.32
H 19.983 21.020 -26.680  0.37
H 18.633 21.862 -26.375  0.20
C 10.122 18.003 -20.776  -0.84
O 10.890 18.583 -21.791  -0.34
C 11.218 19.880 -21.334  -0.76
C 12.037 20.511 -22.440  -0.09
C 13.469 19.922 -22.603  -0.94
N 12.211 21.914 -22.211  -0.57
H 9.983 16.935 -20.945  0.30
H 9.069 18.282 -20.739  0.32
H 10.486 18.094 -19.753  0.32
H 10.375 20.510 -21.049  0.48
H 11.820 19.892 -20.425  0.32
H 11.458 20.467 -23.363  0.47
H 14.061 20.278 -21.760  0.21
H 13.975 20.281 -23.499  -0.13
H 13.477 18.832 -22.618  0.54
H 11.468 22.586 -22.082  0.40
H 12.708 21.991 -21.335  0.14
C 20.574 21.980 -23.876  0.01
O 21.611 21.240 -24.515  -0.42
C 22.982 21.484 -24.173  -0.65
C 23.392 21.144 -22.651  0.52
C 24.837 20.701 -22.567  -1.58
N 22.566 20.126 -22.063  -0.63
H 19.631 21.596 -24.266  -0.11
H 20.706 23.060 -23.933  0.01
H 20.580 21.756 -22.809  0.30
H 23.518 20.740 -24.762  0.41
H 23.381 22.467 -24.423  0.25
H 23.419 22.017 -21.999  0.25
H 25.168 19.727 -22.925  0.36
H 25.040 20.792 -21.500  0.40
H 25.572 21.426 -22.916  0.38
H 22.660 19.395 -22.754  0.35
H 21.676 20.427 -22.434  0.13
C 9.435 24.582 -24.280  -0.82
O 10.820 24.292 -24.562  -0.24
C 11.536 25.479 -24.484  -0.52
C 12.148 25.643 -23.074  0.49
C 12.821 26.984 -22.752  -1.43
N 12.976 24.475 -22.702  -0.03
H 8.956 25.110 -25.104  0.28
H 9.433 25.102 -23.322  0.35
H 8.853 23.681 -24.087  0.28
H 12.346 25.329 -25.198  -0.11
H 10.918 26.367 -24.620  0.49
H 11.279 25.485 -22.436  0.46
H 12.556 27.293 -21.741  0.38
H 12.577 27.861 -23.352  0.28
H 13.894 26.856 -22.892  0.24
H 13.288 24.531 -21.743  0.17
H 12.435 23.625 -22.780  -0.12
C 15.898 27.434 -19.288  -0.82
O 16.696 26.925 -20.442  -0.33
C 16.938 25.585 -20.560  -0.12
C 18.501 25.249 -20.715  0.53
C 18.437 23.736 -21.051  -0.73
N 19.303 25.487 -19.499  -0.76
H 16.510 27.989 -18.578  0.31
H 15.375 26.708 -18.665  0.36
H 15.124 28.163 -19.531  0.29
H 16.452 25.084 -19.723  0.46
H 16.412 25.220 -21.442  -0.17
H 19.009 25.827 -21.487  0.00
H 18.013 23.519 -22.032  -0.10
H 17.854 23.152 -20.339  0.32
H 19.471 23.393 -21.089  0.33
H 18.951 26.365 -19.146  0.26
H 18.954 24.917 -18.743  0.29
N 15.931 22.667 -23.268  0.73
C 16.277 23.518 -24.198  -0.34
N 15.599 24.695 -24.110  0.98
O 17.178 23.165 -24.968  -0.73
H 15.047 22.911 -22.846  -0.29
H 16.390 21.768 -23.300  0.04
H 15.661 25.406 -24.824  -0.16
H 14.826 24.684 -23.459  -0.48
N 15.366 28.673 -25.245  -0.24
C 14.140 28.561 -25.416  0.72
N 13.408 29.607 -25.231  -0.45
O 13.662 27.513 -25.745  -0.56
H 15.730 29.495 -24.784  0.14
H 15.959 27.893 -25.490  -0.01
H 13.886 30.496 -25.283  0.15
H 12.442 29.553 -25.522  0.29

Cartesian forces (eV/Å) of the 2 atoms listed first:
0.679 0.251 -0.429
-1.910 3.112 0.164



No. 2
Density functional theory data (ωB97M-V/def2-TZVPD) for 14 unconnected molecules or ions with the total composition C34H96O14 at a distorted geometry.

Properties
multiplicity: 1
total charge: 0
F_max: 3.2 eV/A
relative energy (zero: lowest compared OMol25 entry of this formula, charge and spin): 5.964 eV
frontier orbital gap: 9.8 eV

Each line ends with the Mulliken charge.
Cartesian coordinates (Å):
C -3.617 3.896 -0.319  -0.03
C -3.563 4.844 0.949  -0.48
O -3.554 3.883 2.030  -0.53
H -3.819 4.511 -1.196  0.39
H -4.181 2.977 -0.158  0.00
H -2.622 3.482 -0.479  -0.31
H -4.446 5.483 0.969  0.36
H -2.635 5.414 0.911  0.29
H -4.444 3.690 2.335  0.19
C 0.260 0.149 4.895  -0.12
C 1.225 -0.216 6.075  -0.40
O 0.433 -0.588 7.174  -0.58
H 0.778 0.432 3.978  -0.26
H -0.475 0.897 5.193  0.15
H -0.455 -0.652 4.709  0.33
H 1.851 0.639 6.334  0.27
H 1.867 -1.071 5.862  0.24
H -0.052 0.183 7.477  0.32
C -4.628 0.838 4.403  -0.93
C -3.388 1.625 4.794  -0.22
O -2.642 1.825 3.651  -0.28
H -4.345 -0.129 3.988  0.10
H -5.188 1.439 3.685  0.17
H -5.385 0.578 5.143  0.42
H -2.894 1.087 5.603  0.26
H -3.715 2.590 5.180  0.32
H -2.889 2.613 3.161  0.32
C -3.898 -3.616 3.627  -1.21
C -2.580 -3.403 2.823  0.13
O -2.913 -2.806 1.570  -0.45
H -4.410 -2.655 3.572  0.25
H -3.637 -3.919 4.641  0.39
H -4.409 -4.462 3.167  0.34
H -2.041 -4.350 2.785  0.32
H -1.956 -2.685 3.356  -0.09
H -2.818 -1.853 1.510  0.30
C 3.299 1.851 3.296  -0.91
C 3.495 1.833 1.780  0.68
O 3.428 3.224 1.288  -0.69
H 3.427 0.873 3.760  -0.16
H 2.235 2.087 3.329  0.25
H 3.699 2.738 3.788  0.38
H 2.803 1.148 1.291  -0.28
H 4.495 1.576 1.430  0.37
H 3.720 3.045 0.391  0.43
C 0.273 5.324 0.056  -0.83
C 0.841 4.872 -1.311  0.78
O 2.156 5.437 -1.310  -0.63
H 0.026 6.376 -0.092  0.36
H 1.051 5.178 0.805  0.24
H -0.582 4.736 0.387  -0.08
H 0.225 5.207 -2.146  0.15
H 0.903 3.785 -1.262  -0.40
H 2.727 4.669 -1.227  0.38
C 3.563 -2.595 -2.626  -0.43
C 5.046 -2.209 -2.685  -0.61
O 5.467 -1.827 -1.405  -0.37
H 3.107 -2.717 -3.609  0.48
H 3.006 -1.844 -2.066  -0.31
H 3.453 -3.620 -2.270  0.31
H 5.293 -1.382 -3.351  0.31
H 5.636 -3.025 -3.100  0.40
H 6.427 -1.837 -1.389  0.22
C -4.455 0.298 -1.833  -0.37
C -5.871 0.916 -1.723  -0.61
O -6.738 -0.071 -2.241  -0.54
H -4.285 0.081 -2.887  0.21
H -4.385 -0.714 -1.433  0.41
H -3.666 0.897 -1.379  -0.04
H -5.800 1.769 -2.397  0.20
H -5.987 1.381 -0.745  0.42
H -7.625 0.073 -1.904  0.32
C 4.949 -1.926 3.603  -1.51
C 4.733 -1.976 2.144  0.70
C 3.338 -2.410 1.702  -0.46
O 5.008 -0.764 1.490  -0.39
H 4.781 -2.887 4.089  0.41
H 4.263 -1.242 4.101  0.10
H 5.991 -1.669 3.796  0.39
H 5.532 -2.616 1.770  0.20
H 3.181 -2.566 0.635  0.02
H 2.591 -1.683 2.023  -0.11
H 3.038 -3.392 2.068  0.46
H 5.079 -1.024 0.568  0.18
C -2.344 3.491 -5.555  -1.86
C -2.381 3.066 -4.078  0.95
C -1.313 2.082 -3.581  -0.48
O -2.191 4.314 -3.481  -0.48
H -2.570 2.714 -6.286  0.37
H -1.413 3.981 -5.840  0.45
H -3.075 4.253 -5.823  0.49
H -3.382 2.671 -3.903  -0.07
H -0.376 2.588 -3.814  0.17
H -1.487 1.176 -4.161  0.34
H -1.438 1.687 -2.573  -0.19
H -1.816 4.915 -4.129  0.32
C -0.240 -1.437 0.042  -0.36
C -0.419 -0.189 0.961  1.65
C -0.222 1.171 0.317  0.24
O -1.776 -0.244 1.384  -0.06
H -1.013 -1.547 -0.718  -0.49
H -0.391 -2.289 0.705  0.24
H 0.781 -1.313 -0.318  0.18
H 0.231 -0.207 1.837  -1.16
H 0.470 0.968 -0.501  -0.42
H 0.157 1.884 1.049  0.61
H -1.133 1.540 -0.155  -0.42
H -1.896 0.286 2.175  -0.06
C 2.973 1.375 -2.017  -0.16
C 4.347 2.167 -2.073  0.54
C 4.675 2.706 -3.439  -1.66
O 4.060 3.260 -1.263  -0.44
H 2.173 1.997 -2.419  0.00
H 2.621 1.042 -1.040  -0.48
H 2.959 0.473 -2.628  0.53
H 5.249 1.666 -1.721  0.23
H 4.498 1.906 -4.158  0.38
H 5.660 3.106 -3.678  0.43
H 3.970 3.457 -3.795  0.33
H 4.907 3.671 -1.075  0.23
C 0.552 -5.084 -0.364  -0.71
C 1.175 -6.464 -0.716  0.29
C 0.455 -7.147 -1.934  -1.41
O 2.552 -6.184 -1.036  -0.55
H 0.993 -4.593 0.504  0.26
H -0.470 -5.058 0.015  0.37
H 0.649 -4.502 -1.280  0.09
H 1.154 -7.080 0.182  0.28
H -0.631 -7.238 -1.898  0.36
H 0.846 -8.164 -1.966  0.36
H 0.490 -6.722 -2.937  0.33
H 2.982 -5.827 -0.255  0.32
C -3.027 -2.637 -3.565  -1.09
C -1.601 -3.181 -3.468  0.25
C -0.490 -2.165 -3.285  -0.01
O -1.645 -4.092 -2.342  -0.54
H -3.435 -2.526 -2.560  0.21
H -3.751 -3.231 -4.123  0.36
H -3.041 -1.646 -4.020  0.30
H -1.487 -3.736 -4.400  0.44
H 0.358 -2.538 -2.711  -0.28
H -1.039 -1.329 -2.852  -0.22
H -0.149 -1.718 -4.219  0.48
H -1.998 -3.573 -1.616  0.18

Cartesian forces (eV/Å) of the 2 atoms listed first:
1.160 1.297 0.499
-0.584 -2.766 -1.573



No. 3
Density functional theory data (ωB97M-V/def2-TZVPD) for 15 unconnected molecules or ions with the total composition C35H100O15 at a distorted geometry.

Properties
multiplicity: 1
total charge: 0
F_max: 2.6 eV/A
relative energy (zero: lowest compared OMol25 entry of this formula, charge and spin): 1.319 eV
frontier orbital gap: 9.8 eV

Each line ends with the Mulliken charge.
Cartesian coordinates (Å):
C 16.844 -3.460 -20.373  -1.60
C 18.308 -3.599 -20.176  1.47
C 18.681 -4.956 -19.600  -1.28
O 18.839 -3.518 -21.487  0.02
H 16.672 -2.462 -20.778  0.32
H 16.291 -3.515 -19.435  0.46
H 16.433 -4.168 -21.093  0.33
H 18.743 -2.791 -19.584  -0.26
H 18.153 -5.214 -18.681  0.35
H 19.736 -5.067 -19.341  0.07
H 18.543 -5.729 -20.358  0.34
H 19.794 -3.650 -21.508  -0.38
C 25.593 -2.367 -26.320  -0.24
C 26.982 -1.722 -26.262  1.26
C 27.787 -2.137 -27.488  -1.61
O 26.908 -0.319 -26.220  -0.61
H 25.514 -3.414 -26.029  0.01
H 25.217 -2.297 -27.342  0.42
H 24.942 -1.727 -25.723  -0.29
H 27.489 -2.069 -25.358  -0.36
H 27.875 -3.212 -27.656  0.33
H 28.826 -1.839 -27.336  0.41
H 27.385 -1.775 -28.434  0.41
H 26.334 -0.147 -25.464  0.32
C 20.113 -5.560 -27.757  -1.01
C 21.667 -5.609 -27.752  0.22
C 22.211 -5.223 -26.413  0.43
O 22.123 -6.829 -28.181  -0.56
H 19.760 -5.764 -28.770  0.50
H 19.708 -4.569 -27.552  0.04
H 19.684 -6.302 -27.085  0.28
H 22.125 -4.922 -28.470  0.22
H 21.707 -5.775 -25.619  -0.46
H 21.987 -4.180 -26.186  -0.18
H 23.295 -5.339 -26.426  0.21
H 21.718 -7.025 -29.029  0.34
C 29.264 -4.066 -20.647  -1.52
C 27.768 -3.871 -20.776  0.45
C 27.306 -2.921 -21.900  -1.00
O 27.182 -5.194 -20.760  -0.59
H 29.838 -3.162 -20.853  0.36
H 29.642 -4.768 -21.391  0.32
H 29.478 -4.412 -19.636  0.40
H 27.477 -3.386 -19.842  0.28
H 27.471 -1.901 -21.555  0.55
H 26.239 -2.990 -22.117  -0.43
H 27.781 -3.169 -22.849  0.72
H 27.213 -5.478 -19.843  0.32
C 22.918 3.044 -17.264  -1.53
C 22.039 2.302 -18.290  0.65
C 22.116 2.923 -19.659  -1.11
O 22.474 0.937 -18.412  -0.29
H 22.896 2.523 -16.306  0.38
H 22.481 4.005 -16.987  0.44
H 23.931 3.279 -17.590  0.33
H 21.003 2.335 -17.948  0.27
H 21.651 3.910 -19.667  0.46
H 21.590 2.372 -20.440  0.22
H 23.162 3.041 -19.942  0.10
H 21.843 0.414 -18.918  0.00
C 27.265 0.814 -22.779  -1.81
C 25.728 0.741 -22.758  2.15
C 24.980 1.970 -22.159  -1.36
O 25.243 0.335 -24.050  -0.35
H 27.633 1.625 -23.409  0.42
H 27.666 -0.118 -23.178  0.34
H 27.671 0.961 -21.778  0.39
H 25.419 -0.116 -22.155  -0.80
H 25.475 2.342 -21.263  0.43
H 23.927 1.765 -21.963  0.09
H 24.896 2.790 -22.875  0.42
H 24.286 0.450 -24.049  0.15
C 24.945 -3.045 -18.186  -0.28
C 25.314 -1.563 -18.028  0.45
C 25.213 -0.896 -19.425  -0.13
O 24.439 -0.918 -17.169  -0.60
H 25.655 -3.547 -18.843  -0.06
H 23.945 -3.202 -18.590  -0.34
H 25.008 -3.441 -17.171  0.54
H 26.350 -1.507 -17.689  0.29
H 25.583 0.128 -19.478  0.50
H 24.216 -0.966 -19.863  0.01
H 25.833 -1.541 -20.048  -0.57
H 23.926 -0.273 -17.667  0.28
C 27.174 -5.828 -25.466  -1.50
C 26.834 -5.781 -24.004  2.40
C 25.776 -6.779 -23.499  -0.99
O 28.052 -5.890 -23.265  -0.70
H 27.799 -6.659 -25.790  0.40
H 27.549 -4.853 -25.779  0.26
H 26.252 -5.904 -26.047  0.25
H 26.348 -4.815 -23.846  -0.94
H 25.945 -7.830 -23.735  0.40
H 24.774 -6.579 -23.884  0.09
H 25.729 -6.670 -22.415  0.02
H 27.891 -5.707 -22.331  0.35
C 23.432 -3.278 -23.072  0.07
C 22.649 -2.800 -21.853  0.81
C 22.066 -1.404 -22.002  1.55
O 21.660 -3.764 -21.494  2.25
H 23.791 -4.282 -22.843  0.08
H 24.269 -2.632 -23.341  -0.27
H 22.769 -3.308 -23.938  -0.49
H 23.387 -2.675 -21.056  -0.83
H 22.798 -0.609 -22.138  -0.36
H 21.503 -1.085 -21.123  -1.02
H 21.355 -1.462 -22.828  -0.56
H 22.139 -4.382 -20.930  -1.03
C 19.546 -3.296 -24.855  0.36
C 18.238 -2.459 -24.832  1.11
C 17.335 -2.650 -26.066  -1.73
O 17.469 -2.907 -23.769  -0.56
H 19.987 -3.234 -23.859  -0.98
H 20.308 -2.944 -25.553  0.33
H 19.377 -4.338 -25.128  0.16
H 18.457 -1.392 -24.746  -0.11
H 17.798 -2.494 -27.042  0.36
H 16.518 -1.928 -26.021  0.40
H 16.927 -3.658 -26.132  0.38
H 18.019 -3.106 -23.000  0.39
C 21.155 -7.108 -23.163  0.01
O 20.341 -7.666 -24.146  -0.57
H 21.871 -7.857 -22.817  0.33
H 21.734 -6.241 -23.487  -0.08
H 20.596 -6.841 -22.266  -0.03
H 20.906 -8.089 -24.798  0.33
C 21.231 -2.325 -18.345  -0.31
O 20.502 -1.108 -18.454  -0.54
H 21.839 -2.337 -17.439  0.57
H 20.566 -3.185 -18.239  0.45
H 21.845 -2.494 -19.228  -0.43
H 20.093 -1.040 -17.587  0.27
C 21.620 0.257 -25.196  -0.15
O 22.617 0.896 -24.414  -0.53
H 21.354 0.840 -26.078  0.44
H 22.038 -0.686 -25.548  0.04
H 20.756 0.041 -24.567  -0.21
H 22.303 1.754 -24.116  0.24
C 18.696 0.018 -21.757  0.53
O 18.074 1.238 -21.452  -0.60
H 19.463 -0.289 -21.046  -0.22
H 17.947 -0.772 -21.666  0.02
H 19.119 -0.079 -22.759  -0.13
H 17.402 1.448 -22.104  0.35
C 23.750 -6.411 -19.899  -0.34
O 22.407 -6.084 -20.142  -0.40
H 24.356 -6.171 -20.772  -0.21
H 24.108 -5.828 -19.049  0.17
H 23.807 -7.476 -19.672  0.52
H 21.844 -6.826 -19.915  0.27

Cartesian forces (eV/Å) of the 2 atoms listed first:
-0.971 0.963 0.258
0.839 -1.032 -0.193